DFT (ωB97M-V with the def2-TZVPD basis set) results for a molecular structure, C7H10N2O2Re in a non-equilibrium geometry.

```
22
C7H10N2O2Re (ωB97M-V with the def2-TZVPD basis set)
C -0.68 0.61 -1.88
C 0.73 0.65 -1.52
C 0.91 1.72 -0.58
C -0.34 2.33 -0.34
C -1.32 1.68 -1.12
Re -0.64 -0.56 0.00
N -2.31 -0.03 0.46
C 0.60 -2.14 -0.88
C 1.61 -1.52 -0.12
H 1.87 1.98 -0.14
H 1.52 0.10 -2.02
H -0.50 3.17 0.34
H -2.33 2.01 -1.28
H -1.09 0.03 -2.70
H 2.38 -0.92 -0.60
H 0.07 -3.01 -0.47
H -3.22 0.17 0.89
H 1.90 -1.98 0.83
H 0.63 -2.05 -1.96
O 1.07 0.24 2.49
N 0.37 -0.08 1.58
O -0.49 -1.38 1.75
```

Calculated values
Gap between HOMO and LUMO (alpha / beta) (eV): 6.111 / 6.087
<S²>: 3.779
Relative energy (zero: lowest compared OMol25 entry of this formula, charge and spin) (kcal/mol): 4.7
Multiplicity: 4
Electronic energy (eV): -16616.408
Largest force on an atom (eV Å⁻¹): 4.36
LUMO energy (alpha / beta) (eV): -0.5 / -1.7